Entry 1:
C28H41FeN9O2S3 | ωB97M-V/def2-TZVPD

Each line ends with the natural charge from an NBO analysis.
Cartesian coordinates (Å):
1 Fe -0.87498 -0.36430 0.63806  1.743
2 C -3.40488 -1.00149 2.35086  -0.282
3 N -3.15670 -0.34915 1.04204  -0.673
4 C -3.58172 1.06713 1.04696  -0.271
5 C -2.51144 1.81518 1.77743  0.405
6 N -1.29364 1.31371 1.86688  -0.641
7 C -0.55644 2.21782 2.64316  0.130
8 C 0.75992 2.16862 3.10125  -0.236
9 C 1.18705 3.22427 3.88093  -0.179
10 C 0.34019 4.29563 4.20916  -0.170
11 C -0.96915 4.34464 3.77606  -0.203
12 C -1.39275 3.28056 2.98931  0.095
13 N -2.63196 2.98178 2.42073  -0.486
14 C -2.26854 -1.89762 2.69383  0.429
15 N -1.08544 -1.77323 2.12401  -0.627
16 C -0.24793 -2.71062 2.74082  0.052
17 C 1.09319 -3.02001 2.52755  -0.201
18 C 1.64125 -3.99799 3.33121  -0.181
19 C 0.88789 -4.65825 4.31574  -0.167
20 C -0.44236 -4.35943 4.53185  -0.220
21 C -0.98463 -3.37183 3.72020  0.169
22 N -2.26899 -2.82601 3.65550  -0.493
23 H -3.46181 -0.22833 3.12233  0.246
24 H -4.35847 -1.53362 2.35742  0.250
25 H -3.69991 -0.81526 0.31909  0.428
26 H -3.67154 1.40288 0.01092  0.247
27 H -4.55759 1.20594 1.51961  0.241
28 H 1.40857 1.33229 2.87822  0.241
29 H 2.19740 3.22150 4.26633  0.243
30 H 0.71988 5.09547 4.82969  0.249
31 H -1.62558 5.16071 4.04528  0.248
32 H -3.47489 3.52899 2.51128  0.451
33 H 1.67975 -2.50054 1.78174  0.238
34 H 2.68189 -4.26348 3.20636  0.241
35 H 1.36145 -5.42158 4.91725  0.248
36 H -1.02394 -4.86851 5.28796  0.246
37 H -3.05127 -3.07895 4.24018  0.449
38 C -2.37871 -1.40419 -4.65488  -0.538
39 C -3.50959 -1.76974 -3.70822  -0.513
40 S -3.22401 -1.31131 -1.95682  0.125
41 C -3.02810 -2.92280 -1.15460  -0.529
42 C -1.63519 -3.52186 -1.31923  -0.545
43 S -0.27104 -2.46466 -0.72063  0.263
44 C 0.73154 -2.15988 -2.20216  -0.538
45 C 0.18579 -1.47586 -3.45178  -0.550
46 S -0.88900 -2.44125 -4.54757  0.246
47 H -2.08863 -0.35701 -4.55412  0.218
48 H -2.72786 -1.52892 -5.68056  0.267
49 H -3.67051 -2.84820 -3.72864  0.242
50 H -4.43643 -1.29300 -4.02447  0.255
51 H -3.77947 -3.59844 -1.55670  0.264
52 H -3.23521 -2.78860 -0.09221  0.205
53 H -1.41690 -3.71310 -2.36796  0.268
54 H -1.55179 -4.46064 -0.77038  0.257
55 H 1.13456 -3.13985 -2.46360  0.262
56 H 1.57187 -1.58116 -1.80816  0.235
57 H 1.06462 -1.20085 -4.04104  0.240
58 H -0.35081 -0.55305 -3.24777  0.192
59 N -0.49015 1.04201 -0.98198  -0.889
60 C 0.71533 1.80134 -0.55379  -0.174
61 C 1.36784 2.67349 -1.62605  -0.417
62 C 1.97026 2.02214 -2.87502  -0.419
63 C 3.27804 1.24543 -2.69667  -0.216
64 N 4.31230 1.98069 -1.97885  -0.579
65 C 5.35131 2.61141 -2.51516  0.680
66 N 6.33753 3.03611 -1.72597  -0.753
67 N 5.42684 2.83151 -3.82668  -0.762
68 C 1.64687 0.84531 0.21353  0.793
69 O 2.83857 1.04800 0.28346  -0.621
70 O 1.03735 -0.15516 0.79677  -0.797
71 H -0.30684 0.50877 -1.82550  0.396
72 H -1.24646 1.68103 -1.21421  0.406
73 H 0.37216 2.48594 0.22814  0.249
74 H 2.12697 3.27251 -1.11877  0.244
75 H 0.61267 3.38929 -1.96055  0.232
76 H 2.13149 2.82660 -3.59692  0.230
77 H 1.25331 1.34894 -3.35596  0.206
78 H 3.66391 0.94015 -3.67024  0.219
79 H 3.11784 0.32639 -2.13468  0.218
80 H 4.24467 1.91309 -0.96971  0.451
81 H 6.39561 2.74476 -0.76497  0.429
82 H 7.07887 3.61781 -2.07913  0.432
83 H 4.64554 2.66716 -4.43548  0.423
84 H 6.26115 3.21276 -4.24133  0.435

Force components x, y, z for each atom (eV/Å):
Fe 0.3581 -0.1689 0.6032
C -0.0972 0.1299 0.0034
N -0.0876 0.1661 -0.1127
C 0.0610 -0.0248 0.0506
C -0.0951 -0.0264 -0.0451
N -0.0826 0.0547 -0.0758
C 0.0424 -0.0052 0.0720
C -0.0009 0.0086 -0.0091
C 0.0136 -0.0164 -0.0007
C -0.0299 0.0133 -0.0026
C 0.0207 -0.0027 -0.0018
C 0.0018 -0.0133 0.0096
N 0.0569 -0.0132 0.0164
C 0.0080 0.0082 0.2152
N -0.1034 -0.0304 -0.2264
C 0.1496 0.0033 0.0676
C 0.0462 0.0790 -0.0016
C 0.0093 -0.0030 0.0019
C -0.0486 -0.0032 -0.0122
C 0.0391 -0.0275 -0.0180
C -0.0618 -0.0402 0.0304
N 0.0573 -0.0122 -0.0948
H -0.0391 -0.0055 -0.0144
H 0.0165 -0.0049 -0.0215
H 0.0147 -0.0039 0.0080
H 0.0064 0.0046 0.0127
H 0.0068 -0.0041 -0.0039
H -0.0012 0.0041 0.0066
H 0.0003 0.0013 -0.0021
H 0.0025 -0.0022 0.0014
H -0.0020 0.0001 -0.0013
H -0.0075 -0.0066 -0.0076
H -0.0231 -0.0174 0.0382
H -0.0013 -0.0096 -0.0020
H 0.0055 0.0092 0.0086
H 0.0039 0.0035 0.0073
H -0.0112 -0.0043 -0.0142
C 0.1550 0.0302 0.0123
C 0.0285 -0.1866 0.1063
S -0.0727 0.0579 -0.2766
C 0.5330 0.1241 -0.1000
C 0.0254 -0.0997 0.0565
S -0.3048 0.0048 -0.2331
C 0.0611 -0.0986 -0.0336
C 0.0859 0.1791 -0.0217
S -0.1358 -0.0871 -0.0112
H -0.0203 -0.0046 -0.0361
H -0.0404 -0.0219 0.0027
H -0.0805 0.0349 0.0180
H -0.0008 0.0706 0.0602
H -0.0426 -0.0901 0.0482
H -0.1208 -0.0238 0.0115
H -0.0491 -0.0480 0.0139
H -0.0435 0.0126 0.0158
H 0.0386 0.0272 -0.0397
H 0.0193 -0.0276 0.0224
H 0.0014 -0.0063 -0.0011
H -0.0431 0.0335 0.0876
N -0.1117 -0.0093 0.0894
C 0.0300 0.0243 0.1126
C 0.0478 -0.0339 0.0338
C -0.0070 -0.0024 0.0080
C -0.0187 -0.0125 -0.0087
N -0.0548 -0.0409 0.0502
C 0.0539 0.0284 0.0193
N -0.0197 -0.0020 -0.0117
N -0.0123 0.0036 0.0009
C 0.0841 -0.0050 -0.2623
O -0.0311 0.0645 -0.0124
O -0.2483 0.0813 -0.1311
H 0.0473 -0.0115 -0.0541
H 0.0234 0.0074 -0.0004
H -0.0190 0.0106 -0.0263
H 0.0132 -0.0156 -0.0242
H -0.0035 0.0040 0.0172
H 0.0021 -0.0052 -0.0012
H -0.0199 -0.0069 -0.0131
H -0.0006 -0.0087 0.0072
H 0.0010 0.0051 0.0073
H 0.0098 0.0092 0.0072
H 0.0042 -0.0046 0.0031
H 0.0003 0.0043 -0.0012
H 0.0024 0.0031 -0.0003
H 0.0052 -0.0078 0.0027

The total charge is +3. For the energy above the lowest of the compared OMol25 structures with the same formula, charge and spin, the calculation gives 0.00 kcal per mole. As for the spin multiplicity: 6. As for the electronic energy: -4192.45031 Ha. The HOMO energy (spin up / spin down) comes out at -15.7 / -15.7 eV. The HOMO-LUMO gap (spin up / spin down) is 8.997 / 6.284 eV.



Entry 2:
C28H41GeIN8OTeW | ωB97M-V/def2-TZVPD

Each line ends with the Löwdin charge.
Cartesian coordinates (Å):
1 W 0.21741 0.44409 0.25884  1.351
2 C -1.15352 3.16316 3.93340  -0.007
3 N -2.25789 2.49858 3.23863  -0.110
4 C -3.63692 2.85909 3.56491  -0.010
5 C -1.97980 1.58988 2.29671  -0.377
6 N -0.76045 1.25284 1.96523  -0.094
7 N -3.05692 1.00279 1.67609  0.198
8 C -2.95276 -0.05811 0.81292  -0.455
9 N -4.12193 -0.64613 0.48834  0.210
10 N -1.81215 -0.43126 0.34810  -0.003
11 H -1.56776 3.87069 4.64308  0.100
12 H -0.52003 3.70747 3.23145  0.067
13 H -0.55285 2.44209 4.49338  0.101
14 H -3.61926 3.66709 4.28755  0.100
15 H -4.17785 2.02512 4.01892  0.106
16 H -4.16935 3.22728 2.68540  0.106
17 H -0.09007 1.79711 2.49265  -0.038
18 H -3.97629 1.27742 1.97602  0.133
19 H -4.98490 -0.40086 0.94156  0.126
20 H -4.12604 -1.47308 -0.08435  0.126
21 H -1.89802 -1.24494 -0.24956  0.011
22 C 3.24076 0.18580 -2.93466  0.001
23 C 4.44183 0.22442 -2.25410  0.001
24 C 4.43402 0.31785 -0.86746  0.033
25 C 3.22432 0.37045 -0.20344  -0.235
26 N 2.05837 0.37459 -0.88173  -0.110
27 C 2.06107 0.27471 -2.21467  -0.109
28 C 3.10947 0.34628 1.27531  -0.231
29 C 4.21268 0.35738 2.10955  0.034
30 C 4.03379 0.22619 3.47799  0.001
31 C 2.75343 0.05656 3.97158  -0.013
32 C 1.69135 0.08013 3.08749  -0.125
33 N 1.85490 0.25814 1.77121  -0.087
34 H 3.19800 0.10356 -4.01126  0.127
35 H 5.38241 0.17604 -2.78554  0.130
36 H 5.36670 0.34642 -0.32635  0.120
37 H 1.09548 0.29985 -2.69764  0.092
38 H 5.20667 0.46998 1.70593  0.122
39 H 4.88808 0.24256 4.14069  0.131
40 H 2.56557 -0.09313 5.02519  0.126
41 H 0.67599 -0.04834 3.43230  0.096
42 C -1.37531 -2.26264 2.91524  -0.210
43 Ge -0.14021 -2.95768 1.56475  0.714
44 C 1.47961 -3.57971 2.45843  -0.198
45 C -1.01683 -4.48477 0.73133  -0.247
46 C 0.53790 -1.57607 0.28949  -0.427
47 H -1.27092 -2.90090 3.79420  0.035
48 H -2.40929 -2.33547 2.57590  0.016
49 H -1.17906 -1.23384 3.21740  -0.011
50 H 1.19677 -4.31468 3.21302  0.035
51 H 2.01513 -2.76999 2.95576  0.005
52 H 2.16208 -4.05934 1.75682  0.032
53 H -1.20143 -5.21470 1.52116  0.036
54 H -0.40117 -4.95717 -0.03280  0.015
55 H -1.97106 -4.22010 0.27691  0.000
56 H 1.50403 -1.93326 -0.08285  -0.022
57 C -1.76391 -1.13127 -3.48885  -0.403
58 Te -0.66411 -2.55717 -2.34737  1.471
59 C 0.05728 -3.29895 -4.20882  -0.397
60 C -0.76741 -2.60891 -5.26812  -0.290
61 C -0.63801 -2.99011 -6.60267  -0.029
62 C -1.36769 -2.34822 -7.58586  -0.059
63 C -2.23522 -1.31672 -7.24467  -0.061
64 C -2.36785 -0.93570 -5.92262  -0.034
65 C -1.63617 -1.57969 -4.92622  -0.285
66 H -1.35198 -0.13488 -3.34201  0.030
67 H -2.80029 -1.14191 -3.15102  0.057
68 H -0.07697 -4.37876 -4.20824  0.063
69 H 1.11952 -3.08129 -4.30650  0.060
70 H 0.03405 -3.79671 -6.86853  0.123
71 H -1.26582 -2.65289 -8.61844  0.114
72 H -2.80653 -0.81270 -8.01228  0.113
73 H -3.04783 -0.13484 -5.65761  0.118
74 N -2.44074 2.29152 -2.01724  0.123
75 C -1.06596 2.06371 -2.15689  -0.622
76 O -0.66323 1.05744 -1.35053  -0.410
77 C -0.23633 2.75830 -2.93330  0.042
78 I 1.12920 3.13656 0.46063  0.468
79 H -2.98690 1.44306 -2.08337  0.077
80 H -2.79515 3.00216 -2.64158  0.099
81 H -0.61822 3.52169 -3.59461  0.072
82 H 0.83152 2.62814 -2.86558  0.038

Force components x, y, z for each atom (eV/Å):
W -0.8720 0.2552 0.2804
C -0.0047 0.0309 0.0129
N 0.0248 -0.0695 -0.0656
C -0.0107 -0.0005 0.0388
C -0.0066 0.1874 0.0052
N 0.0060 -0.0013 0.5356
N 0.0429 -0.0671 -0.0242
C -0.1111 0.0850 -0.0562
N 0.0296 0.0049 0.0045
N 0.0072 -0.2361 0.1144
H 0.0035 0.0027 -0.0063
H 0.0010 -0.0040 -0.0078
H -0.0107 -0.0030 0.0018
H -0.0055 -0.0038 -0.0006
H 0.0049 -0.0025 -0.0084
H -0.0002 0.0118 0.0037
H -0.0475 0.1213 -0.0337
H -0.0030 0.0208 -0.0334
H 0.0008 -0.0433 0.0276
H -0.0144 0.0218 -0.0271
H 0.0050 -0.0124 0.0221
C -0.1721 0.0141 -0.0226
C 0.0728 0.0160 0.1366
C -0.0097 0.0184 -0.1851
C -0.0450 -0.0378 0.1986
N 0.0779 -0.0590 -0.0435
C 0.1958 0.1017 -0.0213
C -0.0390 0.0316 -0.2063
C -0.0394 -0.0156 0.1545
C 0.0868 0.0273 -0.1078
C -0.1492 -0.0134 0.0158
C 0.1719 0.0263 0.0258
N 0.0578 -0.2169 -0.1466
H 0.0224 0.0149 -0.0017
H -0.0064 0.0085 -0.0146
H -0.0036 -0.0415 0.0096
H 0.0060 -0.0474 -0.0006
H -0.0023 -0.0160 -0.0107
H -0.0077 -0.0130 0.0134
H 0.0130 0.0179 0.0032
H -0.0026 -0.0030 -0.0001
C -0.0229 0.0587 0.0154
Ge 0.0711 -0.0167 -0.0441
C 0.0800 0.0413 0.0085
C -0.0314 -0.0052 -0.0889
C 0.1821 -0.3032 -0.1565
H -0.0430 0.0191 0.0194
H -0.0055 0.0102 -0.0011
H 0.0137 -0.0025 -0.0376
H 0.0264 -0.0039 0.0088
H -0.0123 -0.0018 0.0064
H -0.0208 -0.0047 -0.0232
H -0.0149 -0.0065 -0.0105
H 0.0377 0.0010 0.0183
H -0.0129 -0.0104 0.0179
H -0.0216 0.0273 -0.0399
C 0.0661 0.0885 -0.1227
Te -0.1503 -0.1019 0.2820
C 0.1303 -0.0408 -0.1013
C 0.0398 0.0071 0.0085
C -0.0074 -0.0138 0.0117
C -0.0155 0.0101 -0.0059
C 0.0111 -0.0019 -0.0308
C -0.0111 -0.0168 0.0354
C -0.0099 0.0435 -0.0091
H 0.0032 -0.0131 0.0052
H -0.0002 -0.0077 -0.0210
H -0.0200 0.0042 -0.0194
H -0.0002 0.0049 0.0024
H 0.0051 -0.0012 0.0052
H 0.0016 -0.0002 -0.0010
H -0.0099 -0.0055 0.0035
H 0.0075 0.0089 0.0037
N 0.0067 0.0172 0.0303
C -0.1114 0.0040 0.1418
O 0.3713 -0.1466 -0.3144
C -0.0297 0.0040 -0.0309
I 0.2408 0.2335 -0.1165
H -0.0146 0.0046 -0.0247
H 0.0008 -0.0074 -0.0154
H 0.0019 0.0004 -0.0052
H 0.0019 0.0120 0.0150

The total charge is +2. For the energy above the lowest of the compared OMol25 structures with the same formula, charge and spin, the calculation gives 37.10 kcal per mole. As for the spin multiplicity: 3. As for the electronic energy: -4314.11122 Ha. The HOMO energy (spin up / spin down) comes out at -12.4 / -12.6 eV. The HOMO-LUMO gap (spin up / spin down) is 6.630 / 5.536 eV.



- Number 2 is which compound?
  C28H41GeIN8OTeW